[1]
154
Properties=species:S:1:pos:R:3 method="wB97M-V/def2-TZVPD" orbital_gap_ev=8.17 lumo_energy_ev=-0.05
C -1.67 -2.89 -4.81
C -2.29 -2.15 -3.65
O -2.92 -3.12 -2.76
P -3.51 -2.71 -1.34
O -2.87 -1.57 -0.63
O -3.30 -3.98 -0.47
C -3.94 -5.26 -0.71
C -3.62 -6.16 0.44
O -5.06 -2.62 -1.62
C -5.91 -2.02 -0.57
C -6.33 -0.71 -1.18
H -1.06 -2.09 -5.33
H -1.00 -3.67 -4.47
H -2.29 -3.31 -5.62
H -1.61 -1.65 -2.96
H -3.05 -1.42 -3.91
H -5.00 -5.09 -0.73
H -3.59 -5.71 -1.66
H -2.59 -6.50 0.28
H -3.69 -5.59 1.39
H -4.25 -7.05 0.45
H -6.76 -2.68 -0.60
H -5.37 -1.93 0.39
H -6.66 -0.92 -2.20
H -7.12 -0.27 -0.55
H -5.45 -0.01 -1.32
C 7.72 -4.60 -0.20
C 7.53 -4.75 -1.69
O 7.82 -3.49 -2.39
P 6.64 -2.67 -3.06
O 7.08 -1.39 -3.61
O 6.07 -3.64 -4.11
C 5.49 -3.27 -5.34
C 5.80 -4.32 -6.41
O 5.50 -2.55 -1.98
C 4.81 -1.29 -1.89
C 5.49 -0.35 -0.95
H 7.55 -5.59 0.24
H 8.77 -4.43 -0.03
H 7.22 -3.75 0.21
H 8.33 -5.44 -2.00
H 6.58 -5.18 -1.98
H 4.45 -3.18 -5.16
H 5.88 -2.30 -5.67
H 5.45 -3.94 -7.37
H 6.89 -4.43 -6.36
H 5.46 -5.28 -6.16
H 4.82 -0.86 -2.90
H 3.80 -1.56 -1.52
H 5.68 -0.90 0.00
H 6.53 -0.15 -1.33
H 5.04 0.65 -0.73
C 2.77 3.17 2.90
C 2.07 4.28 3.63
O 0.85 3.81 4.20
P 0.95 3.14 5.65
O 2.17 2.42 5.91
O 0.57 4.29 6.68
C -0.75 4.96 6.68
C -0.88 5.69 7.97
O -0.32 2.17 5.66
C -0.13 0.79 5.13
C -0.30 0.77 3.62
H 2.00 2.77 2.18
H 3.59 3.54 2.28
H 3.13 2.41 3.60
H 2.64 4.81 4.37
H 1.64 5.06 2.97
H -0.80 5.66 5.84
H -1.53 4.20 6.68
H -0.14 6.48 8.10
H -1.89 6.10 8.14
H -0.54 4.92 8.69
H 0.88 0.41 5.42
H -0.94 0.24 5.68
H -0.17 -0.24 3.39
H -1.26 1.14 3.32
H 0.57 1.36 3.25
C -1.27 4.29 1.55
C -2.35 3.42 1.07
O -3.71 3.91 1.45
P -4.96 3.25 0.78
O -6.21 3.33 1.50
O -4.99 3.75 -0.72
C -6.01 4.59 -1.23
C -5.95 5.94 -0.52
O -4.58 1.74 0.55
C -5.06 0.81 1.55
C -3.97 0.63 2.62
H -0.40 3.84 1.06
H -1.45 5.34 1.17
H -1.15 4.25 2.65
H -2.41 3.43 -0.01
H -2.29 2.40 1.50
H -5.79 4.68 -2.29
H -6.97 4.10 -1.03
H -5.97 5.79 0.54
H -4.96 6.28 -0.76
H -6.66 6.72 -0.85
H -5.96 1.19 1.97
H -5.19 -0.09 0.97
H -4.36 -0.10 3.38
H -3.02 0.19 2.23
H -3.68 1.60 3.00
N 1.99 0.56 -2.85
C 2.71 0.64 -4.01
C 2.34 -0.39 -4.82
C 1.33 -1.12 -4.12
C 1.17 -0.51 -2.88
H 2.14 1.06 -1.98
H 3.36 1.47 -4.26
H 2.61 -0.49 -5.84
H 0.85 -2.06 -4.47
H 0.53 -0.74 -2.02
N -3.55 -3.86 4.42
C -3.80 -3.48 3.15
C -2.66 -2.87 2.68
C -1.66 -3.01 3.69
C -2.27 -3.63 4.79
H -4.28 -4.14 5.05
H -4.76 -3.68 2.69
H -2.56 -2.44 1.66
H -0.58 -2.80 3.72
H -1.88 -4.04 5.72
N -0.38 -0.49 0.38
C 0.53 0.51 0.26
C 1.78 0.04 0.64
C 1.58 -1.26 1.10
C 0.26 -1.59 0.88
H -1.35 -0.58 0.02
H 0.25 1.43 -0.22
H 2.70 0.67 0.58
H 2.30 -1.99 1.38
H -0.26 -2.51 1.04
N 4.01 4.77 -2.62
C 5.12 4.27 -1.92
C 4.62 3.51 -0.91
C 3.19 3.58 -0.95
C 2.86 4.33 -2.06
H 4.11 5.29 -3.51
H 6.14 4.40 -2.10
H 5.25 3.02 -0.18
H 2.49 3.04 -0.36
H 1.90 4.61 -2.34
C 1.36 -4.29 -1.92
Br 2.82 -4.80 -0.84
Br -0.32 -5.02 -1.35
Br 1.72 -4.91 -3.72
H 1.38 -3.15 -1.86
C -2.36 2.71 -3.39
Br -3.14 2.26 -5.11
Br -0.43 2.97 -3.62
Br -2.66 1.21 -2.15
H -2.84 3.60 -3.04



[2]
169
Properties=species:S:1:pos:R:3 method="wB97M-V/def2-TZVPD" orbital_gap_ev=3.12 lumo_energy_ev=1.87 total_charge=-3
C -3.69 -3.74 -4.02
O -4.52 -4.87 -3.94
C -3.95 -5.95 -3.20
C -3.01 -6.87 -3.94
N -3.77 -7.17 -5.31
H -4.52 -7.78 -5.04
H -4.07 -6.35 -5.80
C -2.93 -8.03 -6.24
C -2.13 -7.10 -7.12
O -2.89 -5.90 -7.38
C -2.18 -4.98 -8.15
H -4.07 -2.87 -4.55
H -2.80 -3.96 -4.62
H -3.21 -3.42 -3.09
H -4.77 -6.58 -2.88
H -3.45 -5.63 -2.28
H -2.97 -7.80 -3.38
H -2.02 -6.46 -4.17
H -3.63 -8.66 -6.78
H -2.28 -8.69 -5.66
H -1.82 -7.71 -7.97
H -1.29 -6.69 -6.55
H -1.19 -4.83 -7.71
H -2.71 -4.03 -8.11
H -2.17 -5.45 -9.13
C 1.81 -4.14 0.95
C 1.49 -2.70 0.89
C 2.65 -1.93 1.42
N 2.38 -0.48 1.68
C 1.55 0.20 0.53
C 1.58 1.67 0.71
C 2.93 2.42 1.07
C 3.67 1.69 2.22
C 3.78 0.20 1.86
C 1.60 -0.40 2.99
H 0.99 -4.73 0.54
H 2.09 -4.43 1.96
H 2.65 -4.55 0.39
H 0.52 -2.55 1.37
H 1.16 -2.57 -0.14
H 3.56 -2.00 0.83
H 2.80 -2.33 2.42
H 2.07 -0.05 -0.39
H 0.55 -0.22 0.50
H 1.21 2.13 -0.21
H 0.85 2.15 1.37
H 3.57 2.64 0.22
H 2.69 3.42 1.43
H 4.60 2.16 2.55
H 3.04 1.78 3.10
H 4.15 0.10 0.84
H 4.41 -0.36 2.55
H 2.26 -0.82 3.75
H 0.76 -1.09 2.95
H 1.21 0.60 3.22
C 9.19 5.83 -5.79
C 7.72 5.52 -5.32
C 7.10 4.72 -6.43
N 5.58 4.28 -6.25
C 5.34 3.72 -7.67
C 3.88 3.29 -7.97
C 2.94 4.56 -7.75
C 3.10 5.12 -6.30
C 4.64 5.40 -5.85
C 5.45 3.16 -5.22
H 9.71 4.88 -5.93
H 9.78 6.51 -5.18
H 9.32 6.25 -6.79
H 7.16 6.42 -5.06
H 7.72 4.95 -4.39
H 7.60 3.78 -6.67
H 7.26 5.33 -7.31
H 5.59 4.37 -8.51
H 6.03 2.88 -7.75
H 3.79 2.93 -8.99
H 3.63 2.37 -7.43
H 3.33 5.31 -8.44
H 1.88 4.46 -7.98
H 2.62 6.08 -6.08
H 2.72 4.39 -5.58
H 5.08 6.20 -6.44
H 4.79 5.67 -4.80
H 6.25 2.44 -5.36
H 4.45 2.72 -5.24
H 5.54 3.48 -4.18
C -7.13 0.79 10.06
C -7.14 1.06 8.59
C -8.06 0.15 7.74
N -7.91 0.48 6.23
C -6.40 0.24 5.78
C -6.12 -0.01 4.28
C -7.08 -1.06 3.74
C -8.51 -0.65 3.91
C -8.86 -0.39 5.39
C -8.21 1.91 5.90
H -7.93 1.30 10.59
H -6.15 1.00 10.49
H -7.25 -0.26 10.31
H -6.13 0.79 8.28
H -7.38 2.07 8.25
H -9.12 0.39 7.85
H -7.84 -0.91 7.78
H -6.14 -0.68 6.31
H -5.69 1.02 6.04
H -5.10 -0.26 3.97
H -6.26 0.93 3.75
H -6.91 -2.06 4.13
H -6.84 -1.01 2.67
H -9.27 -1.37 3.61
H -8.61 0.33 3.44
H -8.69 -1.42 5.71
H -9.86 -0.04 5.61
H -7.46 2.52 6.40
H -9.13 2.08 6.47
H -8.28 2.07 4.82
C -1.25 5.36 6.71
C -1.79 5.85 8.00
O -2.98 5.47 8.34
O -1.09 6.57 8.72
H -1.98 5.51 5.92
H -0.85 4.35 6.73
H -0.40 5.99 6.43
C 3.20 -11.56 -1.96
C 1.90 -11.87 -2.64
O 0.83 -11.70 -1.98
O 1.94 -12.46 -3.76
H 4.05 -11.44 -2.64
H 3.56 -12.35 -1.30
H 3.22 -10.60 -1.46
C 2.90 12.42 -1.14
F 2.33 13.47 -1.94
F 3.88 12.87 -0.36
F 1.97 11.88 -0.34
S 3.58 11.07 -2.40
O 4.82 11.52 -3.01
O 3.80 9.86 -1.59
O 2.59 10.91 -3.42
C 4.43 1.48 9.29
F 3.69 2.30 8.56
F 3.57 0.52 9.82
F 5.43 0.92 8.51
S 5.37 2.58 10.71
O 6.10 1.58 11.47
O 6.20 3.62 10.11
O 4.23 3.17 11.40
C 0.11 -5.29 7.76
F 0.55 -5.17 8.99
F 0.96 -4.80 6.84
F 0.03 -6.59 7.52
S -1.65 -4.47 7.51
O -1.80 -4.71 6.06
O -2.55 -5.22 8.42
O -1.56 -3.04 7.90
C -3.71 3.26 -3.59
F -3.16 4.40 -4.04
F -4.63 2.74 -4.46
F -2.71 2.34 -3.47
S -4.57 3.69 -1.93
O -4.95 5.08 -2.10
O -5.65 2.68 -1.83
O -3.56 3.55 -0.84
C 3.89 -5.43 -5.26
F 2.97 -6.11 -4.53
F 5.08 -5.78 -4.84
F 3.71 -5.81 -6.56
S 3.52 -3.51 -5.06
O 2.07 -3.47 -5.20
O 4.02 -2.99 -3.78
O 4.10 -2.94 -6.27



[3]
146
Properties=species:S:1:pos:R:3 method="wB97M-V/def2-TZVPD" orbital_gap_ev="3.19 / 7.69" multiplicity=2 s_squared=0.76 lumo_energy_ev="-9.81 / -9.83" total_charge=+5
P -0.44 0.96 0.39
F 1.12 1.03 0.69
F -0.09 0.40 -1.09
F -0.49 -0.52 1.07
F -2.02 0.87 -0.02
F -0.77 1.72 1.81
F -0.43 2.38 -0.34
C 1.78 5.33 2.98
C 1.65 3.92 3.45
N 0.65 3.77 4.57
C -0.66 3.35 4.46
C -1.27 3.13 5.73
N -0.21 3.28 6.61
C 0.91 3.75 5.90
C -0.27 3.15 8.06
H 2.21 5.89 3.81
H 0.82 5.69 2.61
H 2.46 5.35 2.13
H 2.64 3.55 3.74
H 1.24 3.28 2.66
H -1.01 3.27 3.44
H -2.27 2.85 6.00
H 1.92 3.86 6.25
H 0.71 3.22 8.54
H -0.96 2.32 8.27
H -0.73 4.09 8.36
C 2.42 0.33 5.64
C 1.33 0.50 4.55
N 0.65 -0.85 4.33
C 1.23 -2.15 4.39
C 0.25 -3.17 4.11
N -0.91 -2.43 3.86
C -0.57 -1.07 3.78
C -2.20 -3.00 3.56
H 2.09 -0.18 6.54
H 2.78 1.30 5.99
H 3.31 -0.17 5.26
H 1.70 0.72 3.55
H 0.53 1.18 4.86
H 2.29 -2.17 4.58
H 0.20 -4.25 4.08
H -1.32 -0.31 3.63
H -2.54 -3.51 4.46
H -2.14 -3.83 2.85
H -2.84 -2.22 3.15
C 7.13 3.02 -3.34
C 6.32 1.89 -2.76
N 5.00 2.10 -2.58
C 4.17 2.26 -1.51
C 2.88 2.52 -1.91
N 2.88 2.59 -3.29
C 4.15 2.24 -3.70
C 1.80 2.71 -4.13
H 6.95 4.01 -2.93
H 6.95 3.26 -4.38
H 8.20 2.86 -3.15
H 6.64 1.59 -1.76
H 6.61 0.99 -3.30
H 4.55 2.13 -0.50
H 2.00 2.70 -1.31
H 4.52 2.15 -4.71
H 2.03 2.10 -5.00
H 1.73 3.79 -4.28
H 0.89 2.31 -3.69
C -4.30 3.13 0.76
C -5.34 2.17 0.00
N -5.54 0.95 0.75
C -5.03 0.58 1.94
C -5.44 -0.71 2.23
N -6.22 -1.20 1.23
C -6.35 -0.15 0.33
C -6.70 -2.57 1.02
H -4.68 3.68 1.62
H -4.09 3.86 -0.02
H -3.44 2.60 1.16
H -4.89 1.82 -0.93
H -6.30 2.56 -0.35
H -4.43 1.21 2.58
H -5.24 -1.22 3.17
H -6.99 -0.29 -0.53
H -5.97 -3.37 1.19
H -6.97 -2.72 -0.02
H -7.47 -2.83 1.74
C 5.96 -1.62 2.37
C 6.47 -0.96 1.09
N 5.50 -0.95 -0.02
C 4.17 -0.58 -0.09
C 3.61 -0.91 -1.37
N 4.67 -1.52 -2.07
C 5.78 -1.48 -1.27
C 4.74 -2.07 -3.39
H 6.59 -1.46 3.25
H 6.02 -2.70 2.26
H 4.95 -1.33 2.63
H 7.36 -1.51 0.79
H 6.87 0.05 1.12
H 3.70 -0.22 0.81
H 2.58 -0.79 -1.67
H 6.64 -2.09 -1.55
H 5.67 -2.62 -3.43
H 4.75 -1.24 -4.10
H 3.96 -2.83 -3.37
C -2.40 1.60 -3.07
C -2.15 2.11 -4.49
N -2.57 1.24 -5.58
C -1.69 0.51 -6.31
C -2.44 -0.30 -7.21
N -3.75 -0.03 -6.98
C -3.81 0.89 -5.96
C -4.90 -0.74 -7.54
H -3.32 1.02 -3.16
H -2.32 2.37 -2.31
H -1.71 0.80 -2.81
H -1.09 2.19 -4.76
H -2.63 3.07 -4.67
H -0.63 0.58 -6.14
H -2.16 -0.95 -8.03
H -4.70 1.26 -5.47
H -4.96 -1.76 -7.15
H -4.78 -0.74 -8.62
H -5.86 -0.24 -7.43
C -1.65 -7.14 -0.88
O -1.66 -5.71 -0.66
C -0.72 -5.17 0.27
C -0.50 -3.66 0.41
N 0.24 -3.02 -0.78
H 0.38 -2.04 -0.61
H 1.20 -3.32 -0.90
C -0.49 -3.19 -2.15
C -1.68 -2.27 -2.47
O -2.71 -2.54 -1.48
C -3.84 -1.67 -1.72
H -1.26 -7.70 -0.04
H -1.29 -7.49 -1.85
H -2.71 -7.39 -0.90
H 0.27 -5.54 -0.02
H -0.91 -5.66 1.22
H 0.14 -3.37 1.23
H -1.41 -3.07 0.53
H -0.70 -4.26 -2.27
H 0.32 -2.93 -2.83
H -2.00 -2.60 -3.46
H -1.47 -1.20 -2.55
H -4.57 -1.96 -0.96
H -4.32 -1.81 -2.69
H -3.53 -0.64 -1.53



Asked for largest force on an atom across the records above, the calculation gives 2.8, 3.8, 8.5 eV Å⁻¹ in order.